Formula: C35H61Cl16FN2O6S
Source: OMol25
Level of theory: ωB97M-V/def2-TZVPD

Geometry (Å):
C  -0.72  1.58  -1.90
C  -0.96  0.64  -3.09
O  0.21  0.69  -3.91
C  0.11  -0.03  -5.08
O  -0.70  0.26  -5.93
C  1.07  -1.19  -5.20
C  1.07  -2.06  -3.91
C  2.49  -2.18  -3.36
C  2.65  -2.71  -1.90
C  4.14  -2.52  -1.60
O  4.46  -1.14  -1.61
C  5.69  -0.87  -2.26
C  1.74  -1.91  -0.92
C  2.44  -1.39  0.34
C  2.48  -0.02  0.51
C  3.14  0.46  1.63
C  3.71  -0.46  2.49
N  3.66  -1.78  2.34
C  3.03  -2.25  1.26
C  0.47  -2.63  -0.48
F  -0.37  -2.94  -1.53
O  0.68  -3.81  0.27
S  1.49  -4.95  -0.53
O  2.45  -5.58  0.32
O  0.51  -5.88  -1.03
C  2.28  -4.23  -1.99
C  3.49  -5.17  -2.29
N  3.15  -6.55  -2.57
C  2.41  -6.77  -3.80
H  -0.94  1.10  -0.95
H  -1.31  2.49  -2.01
H  0.34  1.87  -1.90
H  -1.15  -0.35  -2.67
H  -1.86  0.92  -3.64
H  0.78  -1.77  -6.08
H  2.06  -0.76  -5.39
H  0.72  -3.04  -4.22
H  0.39  -1.57  -3.22
H  2.98  -1.21  -3.46
H  3.05  -2.89  -3.99
H  4.46  -3.01  -0.67
H  4.74  -2.98  -2.39
H  6.00  0.14  -2.00
H  5.54  -0.92  -3.35
H  6.47  -1.56  -1.94
H  1.38  -1.04  -1.46
H  2.04  0.64  -0.22
H  3.22  1.53  1.81
H  4.25  -0.09  3.36
H  2.99  -3.31  1.11
H  -0.08  -1.96  0.17
H  1.55  -4.41  -2.78
H  4.17  -5.14  -1.44
H  4.02  -4.74  -3.14
H  2.73  -7.00  -1.77
H  1.32  -6.81  -3.64
H  2.69  -7.74  -4.22
H  2.62  -6.00  -4.54
Cl  6.95  -5.30  4.53
C  5.65  -6.17  3.68
C  5.60  -5.84  2.21
Cl  5.06  -4.16  1.94
H  4.71  -5.94  4.17
H  5.85  -7.24  3.81
H  4.88  -6.49  1.71
H  6.57  -5.97  1.75
Cl  5.24  3.82  7.23
C  3.90  2.66  7.07
C  4.33  1.38  6.40
Cl  4.72  1.63  4.67
H  3.09  3.15  6.53
H  3.55  2.44  8.08
H  3.52  0.65  6.44
H  5.21  0.96  6.88
Cl  -4.32  2.60  -2.75
C  -4.49  2.98  -1.01
C  -4.48  4.46  -0.73
Cl  -2.89  5.21  -1.04
H  -3.68  2.48  -0.49
H  -5.43  2.55  -0.69
H  -4.72  4.64  0.32
H  -5.21  4.99  -1.34
Cl  10.84  2.02  9.47
C  9.74  3.03  8.49
C  8.30  2.87  8.90
Cl  7.66  1.26  8.51
H  9.88  2.76  7.44
H  10.05  4.06  8.63
H  7.69  3.59  8.37
H  8.18  3.03  9.97
Cl  -3.84  7.23  1.39
C  -4.92  8.38  0.57
C  -6.34  8.28  1.07
Cl  -7.11  6.74  0.60
H  -4.86  8.19  -0.50
H  -4.54  9.38  0.77
H  -6.94  9.08  0.64
H  -6.39  8.36  2.15
Cl  -5.29  -0.51  0.42
C  -6.74  -1.18  -0.39
C  -6.82  -0.76  -1.83
Cl  -7.14  0.98  -1.99
H  -7.62  -0.85  0.17
H  -6.67  -2.27  -0.32
H  -7.64  -1.29  -2.32
H  -5.90  -0.98  -2.36
Cl  -6.82  4.68  -3.35
C  -7.31  4.06  -4.94
C  -7.44  5.15  -5.97
Cl  -8.82  6.23  -5.64
H  -8.24  3.51  -4.81
H  -6.54  3.35  -5.25
H  -7.61  4.71  -6.95
H  -6.54  5.76  -6.01
Cl  -9.90  -0.37  0.29
C  -10.00  0.08  2.01
C  -9.98  1.57  2.20
Cl  -8.40  2.27  1.77
H  -9.17  -0.40  2.53
H  -10.93  -0.33  2.40
H  -10.17  1.81  3.24
H  -10.74  2.06  1.59

## Properties
Relative energy (zero: lowest compared OMol25 entry of this formula, charge and spin): 0.00 kJ/mol
HOMO level: -0.3255 Ha
Orbital gap: 9.33 eV
SMILES: CCOC(=O)CCC[C@@]1(COC)[C@H](c2cccnc2)[C@@H](F)OS(=O)(=O)[C@@H]1CNC.ClCCCl.ClCCCl.ClCCCl.ClCCCl.ClCCCl.ClCCCl.ClCCCl.ClCCCl
Electronic energy: -9792.2713 a.u.
Strongest force on any atom: 2.693 eV/A